Entry 1:
# C31H46CeN4P2Si

A structure of composition C31H46CeN4P2Si in a non-equilibrium geometry (ωB97M-V/def2-TZVPD, OMol25).

Positions of all 85 atoms, in Å:
Ce 0.575 -4.633 1.641
C 2.900 -2.911 -0.601
C 2.420 -2.022 0.278
C 1.367 -0.993 -0.004
C -0.140 -1.319 0.212
C -0.694 -2.653 -0.206
C -0.212 -3.410 -1.201
C 0.803 -2.940 -2.191
C 2.307 -3.200 -1.935
C -1.448 -5.642 1.531
H 3.712 -3.593 -0.302
H 2.832 -2.021 1.296
H 1.468 -0.556 -1.009
H 1.532 -0.168 0.698
H -0.411 -1.205 1.276
H -0.632 -0.468 -0.309
H -1.631 -2.949 0.328
H -0.656 -4.405 -1.382
H 0.687 -1.870 -2.429
H 0.612 -3.491 -3.125
H 2.501 -4.272 -2.084
H 2.788 -2.644 -2.769
H -1.164 -6.704 1.554
H -2.087 -5.342 0.689
H -1.789 -5.253 2.508
P -2.756 3.513 -0.119
P 0.133 3.970 0.870
N -3.496 3.112 -1.627
N -4.234 4.431 0.461
N 1.207 3.852 -0.512
N 1.249 4.892 1.854
C -1.892 5.032 -0.764
C -0.781 5.447 0.210
C -3.262 1.854 -2.193
C -3.784 1.845 -3.470
C -4.368 3.134 -3.713
C -4.169 3.901 -2.567
C -4.913 3.984 1.605
C -5.917 4.897 1.923
C -5.863 5.944 0.953
C -4.836 5.629 0.065
C 1.642 2.588 -0.926
C 2.379 2.727 -2.100
C 2.393 4.119 -2.429
C 1.678 4.787 -1.440
C 2.164 5.897 1.518
C 2.623 6.486 2.694
C 1.933 5.854 3.786
C 1.085 4.903 3.248
H -2.638 5.840 -0.809
H -1.496 4.840 -1.783
H -0.097 6.132 -0.306
H -1.188 5.944 1.109
H -2.735 1.105 -1.612
H -3.742 1.016 -4.169
H -4.864 3.464 -4.616
H -4.464 4.911 -2.345
H -4.619 3.061 2.076
H -6.609 4.822 2.758
H -6.488 6.834 0.903
H -4.515 6.173 -0.807
H 1.384 1.723 -0.337
H 2.847 1.923 -2.651
H 2.865 4.582 -3.287
H 1.492 5.840 -1.323
H 2.415 6.117 0.497
H 3.366 7.272 2.764
H 2.055 6.083 4.840
H 0.371 4.234 3.706
C 4.236 -6.552 1.184
Si 2.544 -7.336 0.865
C 2.919 -9.023 0.066
C 1.724 -7.694 2.540
C 1.411 -6.151 0.046
H 4.840 -7.229 1.809
H 4.144 -5.591 1.707
H 4.778 -6.387 0.242
H 3.559 -9.629 0.730
H 2.008 -9.613 -0.117
H 3.453 -8.944 -0.893
H 1.548 -6.807 3.185
H 0.776 -8.237 2.386
H 2.427 -8.359 3.066
H 1.916 -5.800 -0.886
H 0.518 -6.704 -0.329

Atoms 1-3, force components in eV/Å:
0.506 -1.072 -2.414
-0.434 -0.597 0.563
-0.492 -0.591 0.767

Output
LUMO energy (spin up / spin down)   -0.3536 / -0.3539 Eh
Largest force on an atom   4.1 eV/Å
Spin multiplicity   1
Charge   +2
HOMO level (spin up / spin down)   -11.15 / -11.15 eV
M   704.89 g mol⁻¹
Relative energy (zero: lowest compared OMol25 entry of this formula, charge and spin)   64.7 kJ/mol

Atom charges from the Löwdin analysis, given in e for atoms 1 to 6: number 1, Ce, carries 1.45; number 2, C, carries -0.09; number 3, C, carries -0.11; number 4, C, carries -0.18; number 5, C, carries -0.16; number 6, C, carries -0.18

Entry 2:
# C5H14NO

A cluster of 2 separate species, C5H14NO in total (ωB97M-V/def2-TZVPD, OMol25).

Positions of all 21 atoms, in Å:
C 0.438 -0.803 1.988
C -0.164 0.381 1.879
O -1.501 0.485 2.199
C 0.504 1.641 1.405
H 1.447 -0.967 1.634
H -0.146 -1.631 2.364
H -1.572 1.302 2.715
H 1.425 1.369 0.887
H -0.097 2.116 0.622
H 0.673 2.348 2.212
C 0.317 0.552 -2.109
N -0.239 -0.402 -1.097
C -0.383 -1.810 -1.562
H 0.522 1.502 -1.631
H 1.187 0.100 -2.578
H -0.437 0.639 -2.891
H -1.127 -0.033 -0.749
H 0.335 -0.392 -0.235
H -0.909 -1.774 -2.512
H -0.879 -2.397 -0.797
H 0.606 -2.227 -1.745

Atoms 1-3, force components in eV/Å:
-0.463 0.001 -0.501
0.138 -0.109 0.294
0.713 0.336 0.181

Output
LUMO energy   -0.1141 Eh
Largest force on an atom   1.0 eV/Å
Spin multiplicity   1
Charge   +1
HOMO level   -13.25 eV
M   104.17 g mol⁻¹
Relative energy (zero: lowest compared OMol25 entry of this formula, charge and spin)   153.3 kJ/mol

Atom charges from the Löwdin analysis, given in e for atoms 1 to 6: number 1, C, carries 0.05; number 2, C, carries -0.49; number 3, O, carries 0.03; number 4, C, carries -0.03; number 5, H, carries 0.08; number 6, H, carries 0.09

Entry 3:
# C22H17BrCrN3O

A structure of composition C22H17BrCrN3O in a non-equilibrium geometry (ωB97M-V/def2-TZVPD, OMol25).

Positions of all 45 atoms, in Å:
Cr -0.764 -2.474 1.592
C 0.319 -1.448 4.746
C -0.418 -2.435 3.898
C 0.221 -3.542 3.318
C -0.512 -4.486 2.551
C -1.886 -4.330 2.359
C -2.522 -3.184 2.860
C -1.786 -2.243 3.604
H -0.145 -1.405 5.734
H 0.272 -0.442 4.325
H 1.364 -1.722 4.870
H 1.284 -3.686 3.468
H 0.002 -5.321 2.093
H -2.439 -5.048 1.767
H -3.574 -3.018 2.668
H -2.287 -1.360 3.983
Br -2.680 4.892 -5.333
C -1.151 4.193 -4.500
C -0.087 5.038 -4.204
C 1.041 4.512 -3.612
C 1.082 3.150 -3.295
C 0.015 2.296 -3.615
C -1.102 2.826 -4.218
N 2.273 2.723 -2.710
N 2.454 1.600 -2.285
C 1.785 0.557 -1.762
C 2.076 -0.729 -2.278
C 1.526 -1.860 -1.729
C 0.718 -1.754 -0.586
O 0.198 -2.770 0.053
C 0.446 -0.489 -0.021
N -0.312 -0.496 1.110
C -0.608 0.675 1.668
C -0.155 1.892 1.166
C 0.638 1.902 0.039
C 0.950 0.690 -0.589
H -0.142 6.087 -4.452
H 1.901 5.127 -3.387
H 0.075 1.233 -3.429
H -1.931 2.192 -4.495
H 2.745 -0.791 -3.125
H 1.730 -2.842 -2.134
H -1.221 0.647 2.560
H -0.416 2.809 1.673
H 1.022 2.838 -0.346

Atoms 1-3, force components in eV/Å:
-0.043 -0.748 -0.264
-0.119 0.023 -0.312
0.341 0.432 0.308

Output
LUMO energy (spin up / spin down)   -0.3304 / -0.2869 Eh
Largest force on an atom   1.6 eV/Å
Spin multiplicity   2
Charge   +2
HOMO level (spin up / spin down)   -13.49 / -13.30 eV
M   471.30 g mol⁻¹

Atom charges from the Löwdin analysis, given in e for atoms 1 to 6: number 1, Cr, carries 0.98; number 2, C, carries 0.01; number 3, C, carries -0.28; number 4, C, carries -0.04; number 5, C, carries -0.08; number 6, C, carries -0.06

Entry 4:
# C4H8O2

The molecule C4H8O2 (ωB97M-V/def2-TZVPD, OMol25).

Positions of all 14 atoms, in Å:
O 1.614 -0.529 -0.289
C 0.881 0.678 -0.242
C -0.372 0.606 0.556
C -0.444 0.898 -0.926
O -0.863 -1.692 -0.180
C -0.788 -0.820 0.930
H 2.468 -0.370 -0.711
H 0.023 -1.704 -0.574
H 1.498 1.570 -0.174
H -0.575 1.366 1.311
H -0.947 0.116 -1.488
H -0.626 1.914 -1.263
H -1.786 -0.812 1.375
H -0.083 -1.221 1.674

Atoms 1-3, force components in eV/Å:
0.256 0.098 -0.346
-0.023 0.244 0.125
-0.026 -0.104 0.103

Output
LUMO energy   0.0250 Eh
Largest force on an atom   0.4 eV/Å
Spin multiplicity   1
HOMO level   -9.80 eV
M   88.11 g mol⁻¹
Relative energy (zero: lowest compared OMol25 entry of this formula, charge and spin)   198.7 kJ/mol

Atom charges from the Löwdin analysis, given in e for atoms 1 to 6: number 1, O, carries -0.03; number 2, C, carries -0.32; number 3, C, carries -0.21; number 4, C, carries -0.05; number 5, O, carries -0.08; number 6, C, carries -0.23